# 1
2 unconnected molecules or ions with the total composition CH3O2Si at a distorted geometry. Source: the OMol25 dataset; level of theory: the ωB97M-V functional and the def2-TZVPD basis.

Structure (ORCA input):
```
! wB97M-V def2-TZVPD RIJCOSX def2/J DEFGRID3
* xyz -1 1
C 1.988 -0.104 -0.154
O 2.106 0.976 0.275
O 2.237 -1.252 -0.389
Si -1.254 -0.212 -0.164
H -0.854 0.214 1.346
H -1.577 1.186 -0.973
H -2.647 -0.808 0.059
*
```

Summary:
Gap between HOMO and LUMO (eV): 5.6503
Energy (eV): -13057.7359
ΔE to the lowest compared entry with this formula, charge and spin (kcal/mol): 28.6



# 2
A molecular structure, C30H30BrF6IrN7O6 at a distorted geometry. Source: the OMol25 dataset; level of theory: the ωB97M-V functional and the def2-TZVPD basis.

Structure (ORCA input):
```
! wB97M-V def2-TZVPD RIJCOSX def2/J DEFGRID3
* xyz 2 2
Ir 0.376 -0.640 0.841
C 4.655 -3.463 3.002
N 3.689 -2.360 2.976
C 3.718 -1.478 4.148
C 2.792 -2.228 2.025
O 1.932 -1.304 2.070
C 2.810 -3.214 0.867
O 1.732 -2.875 0.046
C 1.894 -2.933 -1.344
C 1.675 -1.519 -1.881
O 1.299 -0.594 -1.123
N 1.894 -1.302 -3.168
C 2.345 -2.348 -4.086
C 1.729 0.030 -3.747
H 5.561 -3.105 3.484
H 4.917 -3.795 2.003
H 4.259 -4.301 3.576
H 4.633 -0.887 4.129
H 3.713 -2.096 5.044
H 2.854 -0.828 4.151
H 2.734 -4.243 1.229
H 3.765 -3.101 0.342
H 1.164 -3.620 -1.779
H 2.892 -3.280 -1.623
H 1.998 -3.330 -3.780
H 3.433 -2.353 -4.168
H 1.924 -2.146 -5.068
H 1.526 0.750 -2.961
H 0.904 0.019 -4.459
H 2.644 0.308 -4.269
C 3.429 1.935 0.835
O 2.050 1.788 0.485
C 1.579 2.555 -0.523
C 2.326 3.413 -1.295
C 1.705 4.188 -2.291
Br 2.764 5.326 -3.333
C 0.356 4.132 -2.489
C -0.434 3.261 -1.704
C 0.190 2.442 -0.740
O -0.439 1.550 0.038
C -1.853 3.225 -1.860
N -2.662 2.431 -1.113
C -3.911 2.678 -1.522
C -5.131 2.107 -1.071
C -6.282 2.533 -1.686
C -6.243 3.504 -2.710
C -5.045 4.089 -3.170
C -3.900 3.656 -2.563
N -2.567 3.974 -2.735
H 3.644 2.967 1.113
H 4.070 1.623 0.009
H 3.581 1.285 1.691
H 3.390 3.518 -1.140
H -0.088 4.765 -3.243
H -1.415 1.582 -0.115
H -5.146 1.357 -0.296
H -7.230 2.112 -1.384
H -7.172 3.815 -3.169
H -5.048 4.832 -3.955
H -2.198 4.643 -3.391
N -0.922 -1.672 -0.124
C -1.890 -2.265 -0.403
C -3.043 -2.886 -0.774
C -3.055 -4.296 -0.970
N -3.058 -5.436 -1.116
C -4.163 -2.045 -0.999
N -5.024 -1.303 -1.189
C -2.361 0.573 3.833
C -1.403 -0.529 3.396
O -0.702 -0.001 2.280
C -2.214 -1.791 3.040
F -1.439 -2.778 2.570
F -3.105 -1.483 2.084
F -2.883 -2.253 4.089
C -0.423 -0.798 4.560
F 0.453 -1.773 4.276
F -1.060 -1.152 5.672
F 0.282 0.312 4.820
H -3.069 0.775 3.032
H -1.793 1.476 4.045
H -2.908 0.277 4.725
*
```

Summary:
Gap between HOMO and LUMO (spin up / spin down) (eV): 5.7568 / 3.4213
Energy (eV): -143481.3100
ΔE to the lowest compared entry with this formula, charge and spin (kcal/mol): 71.2



# 3
9 unconnected molecules or ions with the total composition C14H46N8O14 at a distorted geometry. Source: the OMol25 dataset; level of theory: the ωB97M-V functional and the def2-TZVPD basis.

Structure (ORCA input):
```
! wB97M-V def2-TZVPD RIJCOSX def2/J DEFGRID3
* xyz 0 1
N -0.918 -0.872 4.608
C -0.188 -1.993 4.386
N 0.571 -2.254 5.491
O -0.263 -2.701 3.422
H -0.854 -0.352 5.457
H -1.727 -0.733 4.039
H 0.975 -3.160 5.556
H 0.733 -1.569 6.199
N -2.693 -2.236 1.085
C -3.355 -3.063 0.266
N -3.717 -2.380 -0.853
O -3.481 -4.234 0.483
H -2.309 -1.365 0.760
H -2.327 -2.636 1.928
H -4.029 -2.894 -1.645
H -3.478 -1.416 -0.966
N -1.463 -0.806 -3.512
C -2.058 0.330 -3.875
N -2.009 0.395 -5.240
O -2.426 1.215 -3.141
H -1.236 -0.975 -2.543
H -1.110 -1.443 -4.189
H -2.259 1.273 -5.640
H -1.631 -0.351 -5.785
N -2.766 1.074 3.123
C -2.059 1.983 3.823
N -1.289 2.710 3.005
O -2.145 2.040 5.043
H -3.410 0.504 3.629
H -2.605 0.922 2.145
H -0.631 3.380 3.335
H -1.175 2.422 2.050
O 1.029 2.683 -0.281
C 0.198 3.830 -0.500
C -0.974 3.623 -1.401
O -1.809 2.625 -0.882
H 1.378 2.829 0.614
H -0.177 4.190 0.470
H 0.798 4.652 -0.929
H -0.657 3.349 -2.420
H -1.517 4.589 -1.457
H -2.252 2.170 -1.639
O 1.639 3.257 2.419
C 2.746 2.401 2.683
C 4.015 3.218 2.555
O 4.445 3.281 1.182
H 1.662 4.013 3.015
H 2.679 1.955 3.692
H 2.668 1.575 1.960
H 4.817 2.843 3.212
H 3.778 4.244 2.871
H 4.411 2.378 0.841
O 1.780 1.160 -5.013
C 2.338 0.980 -3.721
C 3.118 2.188 -3.284
O 2.245 3.206 -2.899
H 0.826 1.228 -4.944
H 1.558 0.716 -2.986
H 3.040 0.133 -3.769
H 3.791 2.530 -4.081
H 3.749 1.886 -2.419
H 1.931 2.945 -2.012
O -1.261 0.234 0.529
C 0.017 -0.313 0.839
C 0.830 -0.639 -0.406
O 0.098 -1.472 -1.305
H -1.169 0.978 -0.111
H 0.590 0.428 1.434
H -0.146 -1.186 1.481
H 1.790 -1.099 -0.128
H 1.031 0.296 -0.940
H 0.284 -2.416 -1.100
O 1.470 -6.673 -2.089
C 0.268 -5.918 -2.282
C -0.252 -5.303 -0.940
O 0.524 -4.192 -0.369
H 1.280 -7.395 -1.477
H 0.511 -5.134 -3.000
H -0.539 -6.537 -2.724
H -0.356 -6.111 -0.193
H -1.254 -4.894 -1.126
H 0.365 -4.145 0.585
*
```

Summary:
SMILES: NC(N)=O.NC(N)=O.NC(N)=O.NC(N)=O.OCCO.OCCO.OCCO.OCCO.OCCO
Gap between HOMO and LUMO (eV): 9.6006
Energy (eV): -55852.1897
ΔE to the lowest compared entry with this formula, charge and spin (kcal/mol): 0.0



# 4
4 unconnected molecules or ions with the total composition C17H39N2O3 at a distorted geometry. Source: the OMol25 dataset; level of theory: the ωB97M-V functional and the def2-TZVPD basis.

Structure (ORCA input):
```
! wB97M-V def2-TZVPD RIJCOSX def2/J DEFGRID3
* xyz 1 1
N 2.000 -1.522 -0.372
C 2.021 -0.503 -1.481
C 1.625 0.950 -1.044
C 0.084 1.241 -1.075
C -0.757 0.578 0.094
N -1.867 -0.185 -0.528
C -3.121 0.319 -0.729
C -3.811 -0.779 -1.388
C -2.851 -1.892 -1.527
C -1.575 -1.466 -0.959
H 1.604 -2.397 -0.763
H 2.951 -1.752 -0.059
H 1.466 -1.256 0.463
H 3.092 -0.435 -1.816
H 1.463 -0.840 -2.391
H 2.075 1.261 -0.067
H 2.085 1.627 -1.816
H -0.313 0.858 -2.049
H -0.152 2.337 -1.061
H -0.165 -0.038 0.813
H -1.237 1.388 0.706
H -3.491 1.324 -0.449
H -4.856 -0.783 -1.750
H -2.988 -2.883 -1.999
H -0.631 -2.028 -0.900
C 3.569 3.682 4.196
C 3.345 2.429 3.366
C 4.665 1.790 2.962
O 2.596 2.760 2.193
H 4.125 4.432 3.625
H 2.615 4.136 4.469
H 4.123 3.458 5.108
H 2.749 1.713 3.936
H 5.258 2.476 2.351
H 4.490 0.895 2.358
H 5.252 1.509 3.838
H 3.113 3.394 1.681
C -7.171 1.589 1.206
C -5.855 2.253 1.578
C -6.084 3.566 2.309
O -5.090 2.494 0.393
H -7.754 2.229 0.537
H -6.991 0.653 0.673
H -7.770 1.375 2.093
H -5.269 1.579 2.208
H -6.631 4.272 1.678
H -5.132 4.036 2.561
H -6.651 3.411 3.229
H -5.598 3.088 -0.172
C 3.934 -3.704 -2.749
C 2.871 -4.767 -2.520
C 2.991 -5.897 -3.528
O 1.574 -4.171 -2.620
H 3.830 -3.255 -3.741
H 3.826 -2.893 -2.022
H 4.937 -4.122 -2.661
H 2.965 -5.168 -1.508
H 2.855 -5.524 -4.548
H 2.216 -6.645 -3.358
H 3.966 -6.383 -3.463
H 1.481 -3.814 -3.513
*
```

Summary:
Gap between HOMO and LUMO (eV): 7.3725
Energy (eV): -27376.6298



# 5
A molecular structure, C57H44BaN9O4 at a distorted geometry. Source: the OMol25 dataset; level of theory: the ωB97M-V functional and the def2-TZVPD basis.

Structure (ORCA input):
```
! wB97M-V def2-TZVPD RIJCOSX def2/J DEFGRID3
* xyz -1 1
Ba 0.246 -0.227 -0.240
C 4.923 -0.828 6.289
C 3.921 -1.766 6.095
C 3.155 -1.726 4.947
C 3.383 -0.758 3.972
C 4.389 0.181 4.176
C 5.152 0.147 5.331
C 2.518 -0.739 2.770
C 1.167 -0.439 3.019
C 0.638 -0.004 4.287
C -0.709 0.066 4.141
C -0.994 -0.350 2.790
N 0.161 -0.601 2.135
C -2.279 -0.588 2.280
C -2.571 -1.266 1.090
C -3.884 -1.696 0.673
C -3.718 -2.380 -0.487
C -2.304 -2.374 -0.777
C -1.688 -3.017 -1.866
C -2.575 -3.750 -2.792
C -3.409 -4.776 -2.352
C -4.272 -5.407 -3.229
C -4.312 -5.029 -4.561
C -3.468 -4.028 -5.016
C -2.605 -3.396 -4.140
C -0.323 -3.015 -2.181
N 0.632 -2.234 -1.613
C 1.790 -2.453 -2.269
C 3.023 -1.819 -1.954
C 3.961 -1.416 -2.993
C 5.075 -0.611 -2.681
C 5.868 -0.052 -3.662
C 5.586 -0.253 -5.004
C 4.498 -1.041 -5.340
C 3.698 -1.599 -4.363
C 3.329 -1.542 -0.583
C 4.587 -1.855 0.048
C 4.431 -1.611 1.377
C 3.088 -1.119 1.552
N 2.455 -1.115 0.342
C 1.593 -3.493 -3.254
C 0.283 -3.846 -3.191
N -1.655 -1.674 0.178
C -3.422 -0.112 3.097
C -3.784 1.230 3.032
C -4.854 1.709 3.765
C -5.570 0.862 4.595
C -5.211 -0.473 4.671
C -4.152 -0.960 3.923
H 5.528 -0.863 7.185
H 3.742 -2.533 6.838
H 2.384 -2.462 4.771
H 4.574 0.928 3.417
H 5.931 0.884 5.486
H 1.221 0.235 5.158
H -1.440 0.347 4.878
H -4.803 -1.515 1.201
H -4.485 -2.830 -1.091
H -3.370 -5.082 -1.316
H -4.919 -6.198 -2.872
H -4.996 -5.515 -5.243
H -3.484 -3.736 -6.057
H -1.952 -2.607 -4.487
H 5.299 -0.390 -1.649
H 6.700 0.578 -3.379
H 6.178 0.227 -5.769
H 4.254 -1.197 -6.383
H 2.832 -2.158 -4.675
H 5.430 -2.308 -0.445
H 5.142 -1.784 2.166
H 2.365 -3.990 -3.815
H -0.214 -4.627 -3.738
H -3.216 1.903 2.413
H -5.124 2.752 3.687
H -6.393 1.245 5.185
H -5.753 -1.141 5.324
H -3.879 -2.003 3.988
O -1.725 1.438 -0.919
C -2.091 1.755 -2.039
C -1.473 1.429 -3.289
C -2.102 1.800 -4.469
C -1.603 1.407 -5.700
C -0.460 0.575 -5.763
C 0.205 0.244 -4.630
C -0.216 0.701 -3.328
O 0.470 0.504 -2.309
N -2.237 1.822 -6.885
O -1.838 1.373 -7.954
O -3.162 2.623 -6.804
H -3.022 2.354 -2.144
H -3.002 2.398 -4.438
H -0.129 0.238 -6.735
H 1.093 -0.369 -4.661
C 1.267 3.466 2.324
N 0.847 4.569 3.192
C -0.499 4.270 3.671
N -1.448 4.110 2.576
C -0.974 3.018 1.728
N 0.361 3.277 1.199
C 0.314 4.521 0.442
N -0.129 5.653 1.258
C 0.782 5.785 2.390
C -1.451 5.335 1.787
H 1.300 2.547 2.915
H 2.268 3.683 1.939
H -0.832 5.087 4.321
H -0.464 3.340 4.246
H -1.663 2.881 0.893
H -0.941 2.100 2.315
H -0.378 4.402 -0.396
H 1.315 4.740 0.059
H 0.433 6.608 3.021
H 1.782 6.017 2.014
H -2.146 5.214 0.953
H -1.793 6.167 2.413
*
```

Summary:
Gap between HOMO and LUMO (spin up / spin down) (eV): 5.0602 / 5.0597
Energy (eV): -82117.8731



# 6
C3H3NO3 in the gas phase. Source: the OMol25 dataset; level of theory: the ωB97M-V functional and the def2-TZVPD basis.

Structure (ORCA input):
```
! wB97M-V def2-TZVPD RIJCOSX def2/J DEFGRID3
* xyz 0 1
N -0.601 1.267 -0.721
C -0.529 0.078 -0.285
O 0.549 -0.798 -0.191
C 1.790 -0.315 0.047
O 2.103 0.834 0.178
C -1.690 -0.443 0.809
O -1.718 -0.759 -0.450
H 0.313 1.706 -0.754
H 2.478 -1.169 0.097
H -2.696 -0.398 1.269
*
```

Summary:
Gap between HOMO and LUMO (spin up / spin down) (eV): 8.4797 / 8.4790
Energy (eV): -10787.3720
ΔE to the lowest compared entry with this formula, charge and spin (kcal/mol): 122.9



# 7
A molecular structure, C6H13NO2 at a distorted geometry. Source: the OMol25 dataset; level of theory: the ωB97M-V functional and the def2-TZVPD basis.

Structure (ORCA input):
```
! wB97M-V def2-TZVPD RIJCOSX def2/J DEFGRID3
* xyz 0 1
C 2.042 0.997 -0.445
C 1.273 -0.031 0.360
O 1.917 -1.241 0.280
O 0.870 0.323 1.584
H 1.512 -1.797 0.963
H 1.523 1.951 -0.442
H 2.221 0.666 -1.465
H 2.999 1.124 0.065
C -0.588 0.428 -1.764
C -1.662 -0.016 1.857
C -0.421 -0.225 -0.403
N -0.737 -1.637 -0.352
C -0.797 0.528 0.777
H -0.070 -2.158 -0.911
H -1.665 -1.826 -0.719
H -0.831 1.607 0.650
H -1.612 0.295 -2.129
H 0.081 -0.035 -2.493
H -0.379 1.498 -1.745
H -2.705 0.068 1.527
H -1.437 -1.066 2.027
H -1.535 0.548 2.778
*
```

Summary:
Gap between HOMO and LUMO (eV): 8.9046
Energy (eV): -12015.8324
ΔE to the lowest compared entry with this formula, charge and spin (kcal/mol): 66.7



# 8
A molecular structure, C3H8BrNOS at a distorted geometry. Source: the OMol25 dataset; level of theory: the ωB97M-V functional and the def2-TZVPD basis.

Structure (ORCA input):
```
! wB97M-V def2-TZVPD RIJCOSX def2/J DEFGRID3
* xyz 0 1
C 0.957 0.290 1.434
C -1.276 0.704 0.262
C 0.122 0.308 0.307
N 0.252 -1.937 -0.833
O -0.268 -0.076 -2.337
S 0.718 -0.209 -1.356
Br 1.095 2.572 -1.101
H 1.866 -0.160 1.314
H 1.088 1.325 1.741
H 0.277 -0.089 2.189
H -1.518 0.745 -0.738
H -1.694 1.499 0.762
H -1.687 -0.159 0.795
H -0.697 -2.094 -1.158
H 0.764 -2.718 -1.280
*
```

Summary:
Gap between HOMO and LUMO (eV): 7.3203
Energy (eV): -87652.5894
ΔE to the lowest compared entry with this formula, charge and spin (kcal/mol): 58.6



# 9
A gas-phase ion, C4H13N2S (charge +1) at a distorted geometry. Source: the OMol25 dataset; level of theory: the ωB97M-V functional and the def2-TZVPD basis.

Structure (ORCA input):
```
! wB97M-V def2-TZVPD RIJCOSX def2/J DEFGRID3
* xyz 1 1
C 1.111 1.859 1.779
N 1.004 1.052 0.626
C 0.346 -0.174 0.747
C -0.071 -0.710 -0.688
N 0.124 -2.259 -0.637
C -1.550 -0.176 -0.932
S -2.045 0.592 -2.592
H 0.312 1.823 2.608
H 1.704 2.794 1.538
H 1.934 1.266 2.303
H 0.946 1.652 -0.329
H -0.549 -0.214 1.306
H 1.075 -1.057 1.106
H 0.434 -0.343 -1.556
H 0.069 -2.726 -1.603
H -0.496 -2.687 -0.053
H 1.136 -2.202 -0.346
H -2.262 -0.916 -0.615
H -1.717 0.623 -0.196
H -1.507 1.803 -2.466
*
```

Summary:
SMILES: CNC[C@@H]([NH3+])CS
Gap between HOMO and LUMO (eV): 8.6361
Energy (eV): -18165.0676
ΔE to the lowest compared entry with this formula, charge and spin (kcal/mol): 79.0



# 10
A molecular structure, C23H24Br5ILaN4O2S at a distorted geometry. Source: the OMol25 dataset; level of theory: the ωB97M-V functional and the def2-TZVPD basis.

Structure (ORCA input):
```
! wB97M-V def2-TZVPD RIJCOSX def2/J DEFGRID3
* xyz 1 1
La -0.579 0.323 -0.751
C 1.401 -0.332 -3.833
C 1.004 1.138 -3.860
N 0.920 1.749 -2.526
C 2.191 2.237 -1.949
C 3.171 1.146 -1.518
S 2.468 -0.145 -0.456
C 2.684 -1.664 -1.415
C 1.477 -2.191 -2.205
N 0.673 -1.124 -2.823
H 2.466 -0.424 -3.638
H 1.251 -0.755 -4.830
H 0.022 1.244 -4.329
H 1.706 1.675 -4.507
H 0.325 2.570 -2.589
H 1.927 2.849 -1.087
H 2.710 2.876 -2.672
H 3.970 1.631 -0.958
H 3.650 0.662 -2.368
H 2.988 -2.429 -0.702
H 3.542 -1.508 -2.069
H 0.816 -2.758 -1.547
H 1.867 -2.888 -2.955
H -0.123 -1.569 -3.269
Br 2.315 3.659 4.713
C 1.499 2.358 3.645
C 1.355 1.054 4.106
Br 1.944 0.553 5.807
C 0.766 0.095 3.274
Br 0.564 -1.705 3.776
C 0.314 0.430 2.009
O -0.199 -0.535 1.165
C 0.402 1.765 1.561
O -0.102 2.085 0.316
C 1.026 2.700 2.370
Br 1.200 4.444 1.681
N -5.877 2.524 2.874
C -4.913 2.031 2.049
C -4.690 2.582 0.780
C -3.711 2.036 -0.011
N -2.945 0.992 0.335
C -3.175 0.467 1.550
C -4.122 0.940 2.428
H -6.323 3.401 2.670
H -5.919 2.218 3.829
H -5.260 3.430 0.421
H -3.521 2.467 -0.990
H -2.540 -0.363 1.836
H -4.233 0.475 3.399
Br -2.720 0.197 -3.242
C -4.283 -0.419 -2.372
C -5.463 0.199 -2.746
C -6.649 -0.178 -2.128
C -6.643 -1.160 -1.154
C -5.454 -1.780 -0.792
C -4.261 -1.416 -1.404
I -2.591 -2.406 -0.767
H -5.458 0.969 -3.504
H -7.576 0.301 -2.415
H -7.567 -1.450 -0.671
H -5.456 -2.548 -0.031
*
```

Summary:
Gap between HOMO and LUMO (eV): 7.1931
Energy (eV): -404302.3036
ΔE to the lowest compared entry with this formula, charge and spin (kcal/mol): 4.7